# 1
# C19H28N2O6PPdS2SiTe

A molecular structure, C19H28N2O6PPdS2SiTe (ωB97M-V/def2-TZVPD, the OMol25 dataset).

The value obtained for the frontier orbital gap (spin up / spin down) is 5.12 / 4.82 eV. For the largest force on an atom, the calculation gives 2.1 eV Å⁻¹. The calculation puts the energy relative to the best compared isomer or geometry (same formula, charge and spin) at 82.38 kJ/mol. The calculation puts the calculated total energy at -3124.73773 hartree. The value obtained for the HOMO energy (spin up / spin down) is -5.3 / -8.1 eV. Its expectation value of S² is 8.79. The calculation puts the LUMO energy (spin up / spin down) at -0.2 / -3.3 eV. The spin multiplicity is 6.

```
61
Properties=species:S:1:pos:R:3:forces:R:3
Pd 0.476600 -0.149600 -0.264100 0.5 1.0 0.8
O 3.510900 1.682000 0.681500 0.3 0.0 0.2
S 3.916700 0.547400 -0.112700 -0.3 0.3 0.2
O 4.525300 0.869100 -1.375300 0.2 -0.2 0.0
N 2.606600 -0.429600 -0.356100 0.5 -0.4 0.0
C 2.807300 -1.627800 0.279100 -0.1 -0.2 -0.2
S 1.467700 -2.702400 0.152800 0.0 -0.3 0.0
C 4.009900 -1.786300 0.970200 0.5 -0.1 0.3
C 4.487600 -2.863900 1.752600 -0.2 0.2 -0.2
C 5.736800 -2.771100 2.314800 0.1 0.0 0.1
C 6.535200 -1.630500 2.158800 0.0 0.2 -0.1
C 6.058600 -0.540100 1.433800 0.4 0.0 0.1
C 4.827900 -0.634800 0.848200 -1.0 -0.1 -0.5
H 3.864200 -3.733300 1.904200 0.0 -0.1 0.0
H 6.121200 -3.597200 2.897500 0.0 -0.1 0.0
H 7.517500 -1.585000 2.605800 0.0 0.0 0.1
H 6.644800 0.360200 1.328100 0.1 0.1 0.0
O 0.502000 -0.185400 2.051200 0.4 0.1 -0.2
N -0.524700 -0.689400 2.657700 -0.6 -0.2 0.3
C -1.580600 0.101600 2.977800 0.4 -0.1 -0.3
C -2.685100 -0.418600 3.598400 -0.2 -0.5 0.3
C -2.732300 -1.771300 3.931600 0.5 0.2 -0.3
C -1.626700 -2.560000 3.613900 -0.7 0.2 0.3
C -0.544600 -2.006400 2.981300 0.4 0.2 -0.1
H -1.494700 1.136500 2.684000 0.1 -0.1 -0.1
H -3.509200 0.240300 3.823900 0.0 0.0 0.0
H -3.590600 -2.193600 4.427800 -0.1 0.0 0.0
H -1.609300 -3.610200 3.859900 0.1 -0.1 0.0
H 0.339800 -2.564100 2.702800 0.0 0.2 -0.1
C -1.358600 3.172000 -0.363600 0.9 -0.5 0.3
Si 0.430200 2.463600 0.011300 -0.1 1.4 -0.3
C 1.559500 3.065500 -1.454600 -0.4 -0.4 0.8
C 1.046300 3.158400 1.711200 -0.2 -0.4 -0.8
H -1.341500 4.253700 -0.267000 0.1 0.3 0.0
H -2.112900 2.780500 0.311900 0.0 -0.1 0.1
H -1.670800 2.931400 -1.377100 0.0 -0.1 -0.2
H 1.534700 4.151600 -1.485000 0.0 0.3 0.0
H 1.241700 2.691400 -2.426500 -0.2 -0.1 0.0
H 2.586000 2.751500 -1.292500 0.1 0.0 0.0
H 0.901400 4.235200 1.766000 -0.1 0.2 -0.1
H 2.109500 2.947000 1.777600 0.0 0.0 0.0
H 0.566600 2.698100 2.571400 -0.2 -0.1 0.0
C -5.532800 -1.164900 -2.245000 0.4 0.1 0.1
C -4.257200 -0.460100 -1.821600 -0.6 0.4 -0.2
O -3.343300 -1.444600 -1.355300 0.8 -0.3 0.1
P -1.903200 -0.964500 -0.837500 -1.2 -1.2 1.4
O -2.029400 0.088200 0.209500 0.2 0.0 -0.8
Te -0.456100 -0.429400 -2.697600 0.3 0.0 -0.3
O -1.326200 -2.337400 -0.238100 -0.4 0.7 -0.9
C -2.147500 -3.405100 0.238700 -0.4 -0.5 0.1
C -2.499200 -4.371800 -0.877800 0.1 0.3 0.2
H -6.263600 -0.433000 -2.576300 -0.1 0.1 -0.1
H -5.951100 -1.731600 -1.415100 0.0 0.0 0.0
H -5.319700 -1.850100 -3.061900 -0.1 -0.1 -0.1
H -4.439800 0.257200 -1.016300 0.0 0.0 -0.1
H -3.800400 0.064700 -2.670600 -0.1 0.0 0.1
H -3.043800 -2.993500 0.711800 0.1 -0.1 0.0
H -1.544500 -3.902200 1.003700 -0.1 0.1 -0.1
H -3.203400 -3.914100 -1.567700 0.0 0.0 -0.1
H -2.945900 -5.266800 -0.451300 0.0 -0.1 0.0
H -1.593900 -4.640900 -1.416300 0.1 -0.1 0.0
```
Forces are in eV/Å.

Atomic partial charges in e from the Mulliken method, atoms 1 to 8: 0.15 -0.67 0.78 -0.64 -0.70 0.79 -0.32 0.39

---

# 2
# C17H15N5OS2

A molecular structure, C17H15N5OS2 (ωB97M-V/def2-TZVPD, the OMol25 dataset).

The value obtained for the frontier orbital gap is 7.53 eV. For the largest force on an atom, the calculation gives 19.9 eV Å⁻¹. The calculation puts the energy relative to the best compared isomer or geometry (same formula, charge and spin) at 1761.22 kJ/mol. The calculation puts the calculated total energy at -1801.58083 hartree. The value obtained for the HOMO energy is -7.9 eV. The calculation puts the LUMO energy at -0.4 eV.

```
40
Properties=species:S:1:pos:R:3:forces:R:3
C 4.302678 1.001936 0.008083 5.4 2.6 -6.4
H 5.306196 0.502032 0.282438 -1.7 0.7 -0.6
O 3.416160 0.842936 0.871282 -8.3 -2.0 6.8
C 2.061730 1.207658 0.562918 3.1 -6.1 -4.6
C 1.537770 2.183630 1.090288 -3.0 11.3 10.2
C 0.199094 2.761731 0.998552 1.9 -3.0 -1.5
C -0.630771 2.124997 0.139848 0.6 1.3 -4.2
C -0.081068 1.146722 -0.796834 -0.3 -1.2 2.1
C 1.136078 0.637474 -0.450407 2.5 -0.7 0.7
N 1.652988 -0.620065 -0.973635 -6.8 13.2 -7.5
C 2.086398 -1.483317 -0.357164 5.2 -14.7 3.2
N 2.231166 -2.486808 -1.413615 3.3 -5.7 5.1
N 1.953600 -2.214580 -2.553515 -2.1 6.8 2.1
N 1.520481 -0.765821 -2.226802 -1.0 0.0 -6.0
S 2.375258 -1.862814 1.211847 0.8 -0.2 3.6
C 1.021060 -3.181463 1.693648 4.4 -1.0 -3.4
C -0.144273 -2.696425 1.201971 -7.1 5.2 -1.2
N -0.657165 -2.621333 0.032098 0.3 -0.6 -3.2
C -1.630590 -1.697248 -0.284830 -0.2 -1.4 7.7
C -2.459634 -1.588788 -1.297184 -1.9 -0.7 -6.8
C -3.579478 -0.813477 -1.515771 0.8 1.8 8.3
C -4.070378 -0.057592 -0.113009 16.8 -10.3 -2.2
C -3.280506 -0.190031 0.981705 -0.1 -2.3 -3.8
C -2.226941 -1.079542 1.118593 -3.1 0.6 -11.4
S -1.104504 -1.341378 2.024363 7.9 -1.9 10.6
H -3.513254 0.225610 1.811382 -2.0 3.2 5.5
H -4.811184 0.301203 -0.308084 -15.0 8.2 -2.5
H -4.045992 -0.504323 -2.374871 -1.0 -0.1 -2.0
H -2.167930 -2.184353 -2.188242 0.1 0.3 0.4
H 1.146232 -3.439757 2.696565 0.2 -0.4 1.4
H 1.360860 -3.890372 0.891599 -0.3 -0.4 1.4
H -0.680901 0.596860 -1.551740 0.4 0.7 0.6
C -1.855904 2.856404 -0.338862 0.4 -2.6 5.1
H -2.519089 2.767985 0.516510 -0.5 1.0 0.1
H -1.813564 3.749646 -0.775092 1.1 4.3 -0.7
H -2.362120 2.390445 -1.041403 -2.2 -3.2 -3.4
H -0.088172 3.723844 1.300507 0.0 0.9 1.2
H 2.130584 2.855641 2.253713 -1.1 -2.2 -4.0
H 4.414072 2.121018 -0.164689 1.0 -0.7 0.1
H 3.871022 0.721715 -0.962152 1.1 -0.7 -0.6
```
Forces are in eV/Å.

Atomic partial charges in e from the Mulliken method, atoms 1 to 8: -0.68 0.21 -0.41 -0.58 0.06 -0.97 1.39 -0.35

---

# 3
# H6N2

2 unconnected molecules or ions with the total composition H6N2 (ωB97M-V/def2-TZVPD, the OMol25 dataset).

The value obtained for the frontier orbital gap is 11.05 eV. For the largest force on an atom, the calculation gives 0.5 eV Å⁻¹. The calculation puts the energy relative to the best compared isomer or geometry (same formula, charge and spin) at 10.85 kJ/mol. The calculation puts the calculated total energy at -113.10008 hartree. The value obtained for the HOMO energy is -10.1 eV. The calculation puts the LUMO energy at 1.0 eV. The SMILES is N.N.

```
8
Properties=species:S:1:pos:R:3:forces:R:3
N 6.006713 11.680032 2.451751 -0.4 0.4 0.0
H 5.985300 12.176576 1.555318 0.0 -0.3 0.4
H 6.033415 12.393624 3.187080 0.0 -0.3 -0.4
H 5.110361 11.191353 2.543184 0.5 0.2 -0.1
N 2.875386 9.722026 1.462308 -0.4 0.2 0.2
H 2.557932 10.570893 0.983491 0.1 -0.4 0.3
H 3.016444 9.970265 2.446733 -0.2 -0.1 -0.5
H 2.098251 9.054371 1.431771 0.4 0.3 0.0
```
Forces are in eV/Å.

Population analysis type Mulliken, resulting atomic charges in e: -0.65 0.23 0.23 0.21 -0.65 0.22 0.20 0.22

---

# 4
# C5H13NO

2 unconnected molecules or ions with the total composition C5H13NO (ωB97M-V/def2-TZVPD, the OMol25 dataset).

The value obtained for the frontier orbital gap (spin up / spin down) is 10.32 / 7.13 eV. For the largest force on an atom, the calculation gives 6.1 eV Å⁻¹. The calculation puts the energy relative to the best compared isomer or geometry (same formula, charge and spin) at 210.24 kJ/mol. The calculation puts the calculated total energy at -327.93522 hartree. The net charge is +1. The value obtained for the HOMO energy (spin up / spin down) is -14.2 / -14.3 eV. Its expectation value of S² is 0.75. The calculation puts the LUMO energy (spin up / spin down) at -3.9 / -7.1 eV. The spin multiplicity is 2.

```
20
Properties=species:S:1:pos:R:3:forces:R:3
C -1.467986 -1.352279 -0.022545 0.0 -0.7 1.9
N 0.650003 0.300618 1.340466 -2.0 0.9 0.0
C 0.017987 0.711462 0.186988 1.4 2.3 4.5
C -0.832327 -0.083116 -0.530722 -1.4 -1.4 -2.0
C -1.276365 0.417516 -1.869111 -2.8 -4.0 -0.4
C 0.080956 2.216804 0.178785 -3.3 0.3 -1.4
H -1.945146 -1.949047 -0.831317 -0.7 1.2 0.6
H -2.081356 -1.082711 0.985377 0.8 -0.8 -2.6
H -0.822522 -2.209126 0.317993 0.4 1.3 0.1
H 0.343247 -0.592741 1.617146 0.2 -1.8 0.3
H 0.402820 0.937807 2.137265 1.2 -0.4 -1.0
H -0.505321 0.923003 -2.362227 0.7 1.2 -0.9
H -2.312437 0.882220 -1.817536 1.4 0.1 0.0
H -1.576686 -0.580068 -2.520654 1.0 2.4 1.4
H -0.277604 2.547679 -0.827683 1.3 0.5 0.8
H -0.681458 2.738492 0.861023 0.0 -1.5 -0.8
H 0.902205 2.589683 0.726983 1.8 0.4 -0.7
H 4.304193 -2.633706 0.918511 3.6 -2.6 2.2
H 3.389926 -1.537275 1.108051 0.6 -1.8 -2.4
O 3.687870 -2.245214 0.403207 -4.2 4.5 0.2
```
Forces are in eV/Å.

Atomic partial charges in e from the Mulliken method, atoms 1 to 8: -1.39 -0.52 0.54 1.19 -1.49 -1.40 0.35 0.33

---

# 5
# C3H7S

2 unconnected molecules or ions with the total composition C3H7S (ωB97M-V/def2-TZVPD, the OMol25 dataset).

The value obtained for the frontier orbital gap is 6.35 eV. For the largest force on an atom, the calculation gives 0.4 eV Å⁻¹. The calculation puts the energy relative to the best compared isomer or geometry (same formula, charge and spin) at 58.45 kJ/mol. The calculation puts the calculated total energy at -516.69014 hartree. The net charge is -1. The value obtained for the HOMO energy is -2.5 eV. The calculation puts the LUMO energy at 3.9 eV.

```
11
Properties=species:S:1:pos:R:3:forces:R:3
S -0.284454 -1.220855 3.171606 0.0 0.1 -0.1
H -0.903464 -2.286918 3.701726 0.0 0.0 0.0
C 1.108396 -0.152646 -0.627145 0.1 0.4 0.1
C -0.043000 0.529310 -1.320070 -0.1 -0.2 0.1
C -1.059463 1.014454 -0.625071 -0.2 -0.1 0.0
H 1.819986 -0.619491 -1.304481 0.0 0.0 -0.1
H 0.762921 -0.877681 0.107525 -0.1 -0.1 0.0
H 1.634204 0.615388 -0.048090 0.2 -0.2 -0.1
H -0.053913 0.624117 -2.401218 0.2 0.1 -0.1
H -1.879127 1.540875 -1.098771 0.0 0.0 0.0
H -1.102090 0.833449 0.443990 -0.1 0.2 0.1
```
Forces are in eV/Å.

Atomic partial charges in e from the Mulliken method, atoms 1 to 8: -0.89 -0.07 -0.86 -0.01 -0.69 0.29 0.24 0.23

---

# 6
# C6H12

C6H12 in the gas phase (ωB97M-V/def2-TZVPD, the OMol25 dataset).

The value obtained for the frontier orbital gap is 11.40 eV. For the largest force on an atom, the calculation gives 0.2 eV Å⁻¹. The calculation puts the energy relative to the best compared isomer or geometry (same formula, charge and spin) at 100.90 kJ/mol. The calculation puts the calculated total energy at -235.77979 hartree. The value obtained for the HOMO energy is -10.1 eV. The calculation puts the LUMO energy at 1.3 eV. The SMILES is CCCC1CC1.

```
18
Properties=species:S:1:pos:R:3:forces:R:3
C 1.561523 -0.319593 -1.510809 0.1 0.0 0.0
C 0.192061 0.327508 -1.704772 0.0 0.0 -0.1
C -0.477242 0.781003 -0.403964 0.0 0.0 0.0
C -0.710526 -0.346578 0.585549 0.0 0.0 -0.1
C -1.379782 -0.056460 1.896944 -0.2 0.0 0.1
C 0.077871 -0.419857 1.864006 0.2 -0.1 0.1
H 1.494234 -1.223621 -0.895158 0.0 0.1 -0.1
H 2.256675 0.365340 -1.010808 -0.1 -0.1 -0.1
H 1.999111 -0.602216 -2.474767 0.0 0.0 0.2
H 0.285900 1.192382 -2.374624 0.0 -0.1 0.1
H -0.474590 -0.381065 -2.216749 0.1 0.1 0.1
H -1.437282 1.251662 -0.653216 0.1 -0.1 0.0
H 0.132735 1.560749 0.075258 -0.1 -0.1 -0.1
H -0.966268 -1.302276 0.127430 0.0 0.1 0.1
H -1.646760 0.976935 2.105832 0.1 -0.1 0.0
H -2.080686 -0.785822 2.293091 0.1 0.1 -0.1
H 0.375857 -1.391987 2.246722 -0.1 0.1 -0.1
H 0.797167 0.373896 2.050035 -0.1 -0.1 -0.1
```
Forces are in eV/Å.

Atomic partial charges in e from the Mulliken method, atoms 1 to 8: -1.08 -0.49 -0.70 0.01 -0.64 -0.67 0.29 0.29

---

Question: What is the calculated total energy in the second record?
Answer: -1801.58083 hartree